Entry 1:
Below is 2 unconnected molecules or ions with the total composition C6H8N2O2 at a distorted geometry, with properties calculated with ωB97M-V/def2-TZVPD.

Geometry as XYZ:
```
18
Properties=species:S:1:pos:R:3:nbo_charge:R:1
O -0.8692 -1.8676 -0.2166 -0.681
C -0.9867 -0.5727 -0.7173 0.000
C -1.0893 0.4369 0.3808 0.279
N -1.2624 1.2701 1.1703 -0.334
C 0.0861 -0.2585 -1.7498 -0.084
N 0.4975 1.1107 -1.9369 -0.548
C 1.4837 0.1588 -1.4262 -0.163
C 1.9616 0.3271 -0.0685 -0.061
C 2.3712 0.4353 1.0654 -0.179
H 0.0703 -2.1263 -0.1099 0.484
H -1.9561 -0.5070 -1.2380 0.228
H -0.0137 -0.8941 -2.6337 0.213
H 0.6648 1.3307 -2.9151 0.369
H 2.2447 -0.1980 -2.1256 0.228
H 2.6961 0.5642 2.0825 0.246
H -2.3773 0.9562 3.3568 0.485
O -2.1560 0.0800 3.7650 -0.954
H -1.3653 -0.2460 3.3168 0.471
```

Summary:
- Energy relative to the best compared isomer or geometry (same formula, charge and spin): 4.2479 eV
- Total charge: 0
- SMILES: C#C[C@@H]1N[C@@H]1[C@@H](O)C#N.O
- Highest occupied orbital energy: -10.265 eV
- Multiplicity: 1
- Orbital gap: 10.652 eV

---

Entry 2:
Below is 10 unconnected molecules or ions with the total composition C49H125F3N8O20 at a distorted geometry, with properties calculated with ωB97M-V/def2-TZVPD.

Geometry as XYZ:
```
205
Properties=species:S:1:pos:R:3:mulliken_charge:R:1
N -0.2217 0.4108 -0.3398 -0.310
O 0.3998 1.4849 -0.1160 -0.115
O 0.0568 -0.6525 0.2172 -0.248
O -1.2090 0.4214 -1.1121 -0.195
C 1.8506 -4.0908 -4.0616 1.086
O 0.4994 -3.5789 -3.9604 -0.560
O 1.8005 -5.4039 -3.7985 -1.035
C 2.5519 -3.3865 -5.3010 0.617
F 2.2052 -3.8866 -6.4834 -0.289
F 2.2613 -2.0752 -5.2882 -0.254
F 3.9008 -3.4429 -5.1960 -0.242
C 0.2984 -2.4697 -3.1263 1.421
C -1.1746 -2.1379 -3.2681 -1.154
H -1.4579 -1.1208 -2.9682 -0.198
H -1.5436 -2.0861 -4.2941 0.591
H -1.8149 -2.7696 -2.6467 0.034
H 0.8766 -1.6155 -3.4940 0.188
H 0.4965 -2.6498 -2.0651 -0.538
H 2.3332 -3.6150 -3.1830 -0.620
C 3.5445 5.9680 1.5366 -1.673
C 2.2739 5.1251 1.4570 0.800
C 2.7297 3.6788 1.1097 -1.289
O 1.5569 5.2207 2.6314 -1.036
H 3.3430 7.0400 1.5640 0.400
H 4.2513 5.8852 0.7054 0.353
H 4.0865 5.6902 2.4455 0.224
H 1.8072 5.4774 0.5197 0.256
H 3.4898 3.3203 1.8130 0.435
H 3.2197 3.7817 0.1361 0.662
H 1.9501 2.9121 1.0805 -0.025
C -1.7733 -2.7844 2.2043 -0.740
O -2.6061 -3.2242 1.1708 -0.377
C -3.1912 -2.2666 0.2909 -0.212
C -4.2191 -2.9610 -0.5659 -1.113
N -5.3413 -3.5931 0.2243 0.113
H -4.9659 -4.1853 0.9690 0.501
H -5.8327 -2.8007 0.6329 0.414
C -6.3045 -4.3728 -0.6416 -0.392
C -7.5059 -4.8941 0.1307 -0.705
O -6.9473 -5.3341 1.3629 -0.292
C -7.8594 -5.9505 2.2485 -0.785
H -2.2016 -1.8862 2.6674 0.364
H -0.7206 -2.5842 1.9847 -0.004
H -1.7107 -3.4496 3.0690 0.499
H -2.3661 -1.9723 -0.3706 0.087
H -3.5472 -1.3142 0.6887 0.493
H -3.7919 -3.6615 -1.2799 0.597
H -4.7098 -2.1676 -1.1336 0.248
H -5.7521 -5.2368 -1.0072 0.402
H -6.5704 -3.6632 -1.4214 0.143
H -8.0809 -5.6561 -0.3944 0.502
H -8.1611 -4.0410 0.3472 0.363
H -8.5386 -6.6508 1.7499 0.307
H -8.5277 -5.1794 2.6447 0.325
H -7.3511 -6.5278 3.0147 0.266
C 9.9223 -3.8436 1.1365 -0.803
O 8.7892 -3.0404 0.9078 -0.375
C 8.6602 -2.5168 -0.3887 -0.633
C 7.4642 -1.5776 -0.5020 -0.567
N 7.4207 -0.7099 0.7608 -0.005
H 7.0441 -1.2886 1.5096 0.408
H 8.3957 -0.5212 0.9978 0.428
C 6.7345 0.6500 0.7937 -1.418
C 5.2223 0.6280 0.5188 0.229
O 4.8637 -0.0831 -0.6411 -0.406
C 3.4392 0.0596 -0.8888 -0.200
H 10.8592 -3.2760 1.1917 0.338
H 10.0764 -4.6062 0.3711 0.326
H 9.8305 -4.2587 2.1378 0.268
H 8.6746 -3.2659 -1.1862 0.430
H 9.6041 -2.0054 -0.6265 0.506
H 6.5263 -2.1268 -0.4373 0.345
H 7.4024 -0.8754 -1.3284 0.302
H 7.2106 1.2050 -0.0176 0.391
H 7.1352 1.1288 1.6848 0.502
H 4.8843 1.6700 0.5410 0.141
H 4.6640 0.2506 1.3872 0.246
H 3.2742 -0.4942 -1.8116 -0.128
H 3.1214 1.0979 -0.8535 0.230
H 2.9894 -0.6079 -0.1470 0.324
C -3.7950 5.7067 4.9610 -0.746
O -2.8752 5.6997 3.9158 -0.381
C -3.2527 4.9373 2.7753 -0.897
C -2.0384 4.5511 1.9837 -0.008
N -0.9794 4.0261 2.9086 0.848
H -0.0608 4.4656 2.6645 -0.451
H -1.2005 4.4351 3.8224 0.718
C -0.7203 2.5732 3.0913 1.339
C -1.9289 1.8142 3.6241 -1.531
O -3.0899 1.7733 2.8230 -0.465
C -3.0266 1.1764 1.5498 0.384
H -3.4264 6.2548 5.8270 0.278
H -3.9776 4.6906 5.3377 0.312
H -4.7572 6.1497 4.6865 0.314
H -3.8559 5.6055 2.1552 0.500
H -3.8253 4.0775 3.1289 0.365
H -1.6737 5.4473 1.4806 0.523
H -2.2085 3.8018 1.2140 -0.185
H 0.1068 2.5237 3.7965 -0.281
H -0.3408 2.1320 2.1673 -0.435
H -2.2844 2.2475 4.5628 0.405
H -1.6898 0.7824 3.9045 0.372
H -2.5613 0.1935 1.6015 -0.110
H -2.7472 1.8920 0.7697 -0.038
H -4.0701 1.0578 1.2344 0.110
C 2.7337 1.3711 -4.4423 -0.504
O 1.7451 2.2999 -4.0564 -0.368
C 0.4728 1.7376 -3.8245 0.223
C -0.6241 2.7175 -3.4122 -0.558
N -0.2771 3.4162 -2.0916 1.319
H -1.1250 3.9220 -1.8411 0.434
H -0.1486 2.7380 -1.3222 -0.747
C 0.9222 4.3449 -2.0129 0.770
C 0.6262 5.7018 -2.6183 -1.021
O 0.1961 5.5199 -3.9531 -0.273
C -0.2598 6.7016 -4.5774 -0.797
H 2.9088 0.6437 -3.6482 0.004
H 3.6842 1.9038 -4.5314 0.335
H 2.6024 1.0031 -5.4618 0.330
H 0.5065 0.9431 -3.0707 -0.273
H 0.2046 1.2751 -4.7799 0.633
H -1.5635 2.2188 -3.1827 -0.069
H -0.8242 3.5067 -4.1306 0.519
H 1.7880 3.7579 -2.3078 0.410
H 1.0200 4.4366 -0.9270 -1.111
H 1.5106 6.3365 -2.5191 0.559
H -0.1661 6.2115 -2.0568 0.427
H -1.3107 6.8371 -4.3051 0.306
H -0.2188 6.6034 -5.6626 0.252
H 0.4289 7.5178 -4.3461 0.341
C 5.3776 4.4430 8.3105 -0.784
O 4.8170 4.3308 6.9887 -0.303
C 3.5769 5.0195 6.9214 -0.688
C 3.0937 4.9668 5.5059 -0.523
N 2.5532 3.6249 5.0404 0.479
H 1.7388 3.5067 5.6387 0.512
H 2.1980 3.8401 4.0955 -0.525
C 3.5522 2.4915 4.9951 -0.999
C 3.1483 1.3434 4.0888 0.527
O 1.7798 1.0082 4.2223 -0.470
C 1.4777 0.0161 3.2372 -0.806
H 6.3890 4.0514 8.2670 0.249
H 4.7817 3.8030 8.9676 0.333
H 5.3414 5.4456 8.7375 0.320
H 3.7495 6.0586 7.2111 0.566
H 2.8494 4.5616 7.6036 0.369
H 3.7820 5.3234 4.7434 0.154
H 2.1913 5.5772 5.4222 0.461
H 3.6502 2.1975 6.0379 0.521
H 4.4694 2.9633 4.6504 0.354
H 3.7985 0.4724 4.2035 0.687
H 3.3399 1.6920 3.0662 -0.470
H 2.2732 -0.7199 3.1054 0.477
H 1.3402 0.5563 2.2941 0.350
H 0.5402 -0.5036 3.4253 0.214
C -10.9010 -3.0727 -3.3683 -0.752
O -10.1042 -1.9170 -3.5601 -0.374
C -8.7745 -2.1825 -3.9251 0.021
C -8.0265 -0.8588 -4.0063 -0.681
N -8.5406 0.0524 -2.8915 -0.079
H -9.5495 0.0830 -3.0510 0.425
H -8.3042 -0.4797 -2.0583 0.337
C -7.9223 1.4375 -2.8745 -0.788
C -6.5483 1.4513 -2.1903 -0.515
O -5.6399 0.4693 -2.6299 -0.314
C -4.3739 0.4839 -1.9953 -0.912
H -11.6927 -2.8911 -2.6387 0.289
H -10.3745 -3.9020 -2.8870 0.302
H -11.3724 -3.2878 -4.3270 0.296
H -8.7055 -2.6873 -4.8921 0.439
H -8.3011 -2.8051 -3.1564 -0.152
H -8.2050 -0.3307 -4.9411 0.498
H -6.9599 -1.0259 -3.8882 0.299
H -8.6024 1.9510 -2.1944 0.404
H -7.9465 1.9258 -3.8437 0.360
H -6.6320 1.5501 -1.1036 0.407
H -6.1271 2.4035 -2.5365 0.348
H -3.7222 -0.3054 -2.3569 0.320
H -4.5196 0.4628 -0.9061 0.288
H -3.8160 1.4279 -2.0255 0.537
C 5.9572 -4.1352 -2.8061 -0.803
O 5.0335 -4.7409 -1.9261 -0.048
C 4.9232 -6.1275 -2.1528 -0.634
C 3.9896 -6.7835 -1.1753 -0.880
N 2.6394 -6.0911 -1.0624 -0.072
H 2.4477 -5.8433 -2.0492 0.142
H 1.9664 -6.7947 -0.7777 0.383
C 2.4780 -4.7383 -0.3904 -0.679
C 0.9650 -4.5267 -0.1583 0.095
O 0.1504 -5.0972 -1.1374 -0.377
C -1.1754 -5.2202 -0.6894 -0.706
H 6.9788 -4.3192 -2.4592 0.200
H 5.8560 -3.0484 -2.7707 0.189
H 5.7663 -4.4293 -3.8384 0.443
H 5.9152 -6.5898 -2.1449 0.502
H 4.5443 -6.4208 -3.1405 0.389
H 4.4113 -6.7515 -0.1670 0.394
H 3.7004 -7.8130 -1.3703 0.398
H 2.9358 -3.9907 -1.0289 -0.021
H 2.9413 -4.8210 0.5905 0.527
H 0.7668 -3.4603 0.0142 -0.444
H 0.7599 -4.9654 0.8285 0.932
H -1.6232 -4.2282 -0.8133 -0.025
H -1.3001 -5.5561 0.3429 0.425
H -1.7221 -5.8804 -1.3637 0.408
```

Summary:
- Energy relative to the best compared isomer or geometry (same formula, charge and spin): 0.0000 eV
- Total charge: +4
- Highest occupied orbital energy: -13.034 eV
- Multiplicity: 1
- Orbital gap: 4.983 eV

---

Entry 3:
Below is a gas-phase ion, C4H9N2 (charge +1) at a distorted geometry, with properties calculated with ωB97M-V/def2-TZVPD.

Geometry as XYZ:
```
15
Properties=species:S:1:pos:R:3:nbo_charge:R:1
C -0.6627 -1.3968 0.4611 -0.455
C 0.1786 -0.4861 1.2775 -0.174
C 0.8549 1.1536 -0.6987 -0.033
C -0.7745 -0.2666 -0.6432 0.154
N 0.6423 -0.0162 -1.5324 -0.631
N -0.1225 0.7420 0.2803 -0.388
H -0.2591 -2.3709 0.0247 0.285
H -1.6297 -1.3234 0.9012 0.236
H 0.0264 -0.2275 2.3638 0.252
H 1.2222 -0.5773 1.2167 0.226
H 1.7816 1.0663 -0.2428 0.213
H 0.4727 2.1736 -1.0497 0.214
H -1.6815 -0.1132 -1.1849 0.231
H 0.4151 -0.1081 -2.5270 0.416
H -0.7652 1.4525 0.7738 0.454
```

Summary:
- Energy relative to the best compared isomer or geometry (same formula, charge and spin): 4.0500 eV
- Total charge: +1
- SMILES: C1C[N@H+]2CN[C@@H]12
- Highest occupied orbital energy: -14.349 eV
- Multiplicity: 1
- Orbital gap: 10.875 eV

---

Entry 4:
Below is a molecular structure, C32H27BaClN4O5S at a distorted geometry, with properties calculated with ωB97M-V/def2-TZVPD.

Geometry as XYZ:
```
71
Properties=species:S:1:pos:R:3:mulliken_charge:R:1
Ba -0.5743 -0.0033 1.0033 2.293
O 2.9431 -1.3224 2.0967 -0.742
S 2.0270 -1.2202 0.9778 1.172
O 0.7600 -1.8595 1.1782 -0.700
N 1.7841 0.2650 0.4528 -0.326
C 2.7935 1.1143 0.2384 -0.030
C 4.1476 0.8421 0.4614 -0.437
C 5.1265 1.8132 0.3014 -1.028
C 4.8241 3.0899 -0.1096 -0.837
C 3.4897 3.4097 -0.4116 1.149
C 3.0877 4.6875 -0.8547 -0.648
C 1.7768 4.9068 -1.1836 -0.699
C 0.8736 3.8357 -1.0903 -0.308
N 1.2062 2.6513 -0.6532 -0.105
C 2.4695 2.4195 -0.2828 0.173
C 2.8287 -2.0655 -0.4100 0.397
C 3.8437 -2.9638 -0.1441 -0.435
C 4.4698 -3.6324 -1.1827 -0.674
C 4.0594 -3.4088 -2.4872 -0.278
C 3.0338 -2.5125 -2.7490 -0.774
C 2.4199 -1.8309 -1.7084 -0.323
H 4.4242 -0.1403 0.8140 0.387
H 6.1543 1.5520 0.5270 0.354
H 5.5883 3.8523 -0.1980 0.331
H 3.8280 5.4791 -0.9317 0.365
H 1.4417 5.8796 -1.5220 0.387
H -0.1615 3.9585 -1.3755 0.403
H 4.1283 -3.1182 0.8855 0.487
H 5.2707 -4.3304 -0.9720 0.380
H 4.5353 -3.9433 -3.3012 0.357
H 2.6994 -2.3499 -3.7651 0.358
H 1.6138 -1.1418 -1.8953 0.325
Cl -1.1310 -8.0747 0.4041 -0.314
C -0.9244 -6.4239 -0.1269 0.388
C 0.1486 -6.1106 -0.9704 -0.633
C 0.3151 -4.8255 -1.3855 -0.392
C -0.5638 -3.7397 -0.9935 0.076
O -0.3707 -2.5877 -1.4097 -0.768
C -1.6538 -4.1292 -0.1134 1.297
C -2.5835 -3.1758 0.4164 -0.397
O -2.6612 -1.9763 0.2232 -0.477
C -1.7995 -5.4617 0.2920 -0.908
H 0.8243 -6.8999 -1.2752 0.386
H 1.1421 -4.5655 -2.0342 0.337
H -3.3436 -3.6588 1.0898 0.159
H -2.6108 -5.7245 0.9619 0.310
C -5.0909 0.0062 -0.8412 -1.279
N -4.2537 0.8028 0.0190 0.805
C -4.8199 0.8848 1.3449 -1.146
C -4.0144 2.1109 -0.5604 -1.203
C -3.0849 3.0030 0.2354 0.315
C -3.4474 4.3444 0.3325 -0.599
C -2.6126 5.2645 0.9380 -0.664
C -1.4280 4.8121 1.4888 -0.642
C -1.1118 3.4623 1.4378 -0.458
C -1.8940 2.4970 0.7883 0.270
H -6.1223 0.4154 -0.9267 0.397
H -5.1491 -1.0069 -0.4477 0.285
H -4.6535 -0.0356 -1.8364 0.286
H -5.8362 1.3331 1.3352 0.276
H -4.1619 1.4855 1.9675 0.363
H -4.8758 -0.1171 1.7691 0.273
H -4.9818 2.6446 -0.7206 0.155
H -3.5565 1.9483 -1.5445 0.330
H -4.3942 4.6837 -0.0833 0.233
H -2.8808 6.3159 0.9716 0.328
H -0.7500 5.5141 1.9644 0.354
H -0.1990 3.1507 1.9252 0.338
O -0.5802 -0.2149 5.7034 -0.713
C -0.7843 -0.0326 4.5416 0.540
N -1.0175 0.1685 3.4113 -0.884
```

Summary:
- Energy relative to the best compared isomer or geometry (same formula, charge and spin): 2.8749 eV
- Total charge: -2
- Highest occupied orbital energy: -1.537 eV
- Multiplicity: 1
- Orbital gap: 5.740 eV

---

Entry 5:
Below is 2 unconnected molecules or ions with the total composition C5H16NSi at a distorted geometry, with properties calculated with ωB97M-V/def2-TZVPD.

Geometry as XYZ:
```
23
Properties=species:S:1:pos:R:3:nbo_charge:R:1
C -2.7311 -0.7076 1.0226 -0.637
C 1.7724 -1.6205 0.2272 -0.412
C 2.3633 0.7040 0.5526 -0.399
C -1.8426 0.3760 0.4371 -0.994
C 1.5815 0.0717 -1.4316 -0.428
N 1.5537 -0.2317 -0.0800 -0.472
Si -2.8291 1.4868 -0.7465 1.479
H -2.6012 -1.6642 0.5077 0.243
H -2.7001 -0.8124 2.1169 0.256
H -3.8353 -0.4527 0.9409 0.208
H 0.8654 -2.3419 0.1970 0.205
H 2.6361 -1.9276 -0.3281 0.190
H 2.0121 -1.5985 1.2737 0.206
H 1.9517 1.7200 0.4197 0.195
H 2.3371 0.5004 1.5898 0.204
H 3.3949 0.7055 0.2182 0.181
H -0.7458 0.0168 0.1380 0.368
H -1.4713 1.0483 1.2582 0.307
H 0.9731 -0.4294 -2.2854 0.210
H 2.5611 0.0164 -1.8669 0.184
H -4.1554 1.1830 -1.3475 -0.133
H -2.3457 2.7909 -1.2836 -0.142
H 1.2552 1.1665 -1.5298 0.182
```

Summary:
- Energy relative to the best compared isomer or geometry (same formula, charge and spin): 3.8614 eV
- Total charge: +1
- Highest occupied orbital energy: -11.687 eV
- Multiplicity: 1
- Orbital gap: 5.110 eV